Record 1
One molecule with the formula C7H8N2O2S, computed with wB97M-V/def2-TZVPD.

The highest occupied orbital energy (alpha / beta) is -8.9 / -8.6 eV. The LUMO energy (alpha / beta) is 0.068 / -0.175 eV. For the HOMO-LUMO gap (alpha / beta), the calculation gives 0.3309 / 0.3081 Ha. The multiplicity is 1.

The geometry in XYZ format:
```
20
Properties=species:S:1:pos:R:3:forces:R:3:lowdin_charge:R:1
C -2.79873 -1.30388 -0.56923 1.342 0.855 -0.829 -0.1931
C -1.54530 -1.58092 0.02503 -0.377 -1.542 1.297 -0.1375
C -2.79340 -0.12412 -1.19782 -1.016 2.120 -0.909 -0.4069
C -0.69967 -0.53429 0.01855 0.240 1.311 0.025 -0.4719
C 1.79997 -0.51316 -0.22814 1.114 0.936 0.415 -0.0243
C 1.51281 1.83795 0.57022 1.010 -0.949 -2.135 -0.0355
C 0.57157 -0.34087 0.83706 -0.018 -4.385 -3.064 -0.2413
N 2.27700 0.90445 -0.37523 -0.949 -0.627 1.514 -0.2728
N 0.66432 0.96237 1.36365 1.071 0.728 1.228 -0.2466
O 2.46277 1.33343 -1.53482 0.394 0.341 -0.690 -0.0432
O 0.55441 1.10303 2.62214 -0.001 0.399 0.134 0.0166
S -1.33012 0.81228 -0.95357 -0.719 -1.700 0.553 1.0280
H -3.64966 -1.89360 -0.59319 -1.233 -1.370 0.075 0.0850
H -1.40313 -2.57080 0.52076 0.285 1.151 -0.173 0.1318
H -3.66618 0.31783 -1.73898 1.114 -0.362 0.502 0.0864
H 2.71410 -1.11971 0.10799 -1.669 0.512 -0.332 0.1376
H 1.54583 -0.67453 -1.31025 -0.241 -0.839 1.346 0.1298
H 2.35384 2.30420 1.13236 -1.537 0.507 -0.095 0.1555
H 0.92435 2.31255 -0.26777 0.531 0.867 1.719 0.1203
H 0.50522 -1.23220 1.57122 0.660 2.048 -0.581 0.1821
```
Positions in Å, forces in eV/Å.

=====

Record 2
C13H22N4O4ReS4 as an isolated structure, computed with wB97M-V/def2-TZVPD.

The highest occupied orbital energy (alpha / beta) is -14.5 / -14.5 eV. Its charge is +2. The LUMO energy (alpha / beta) is -5.970 / -7.952 eV. As for the expectation value of S²: 3.78. For the HOMO-LUMO gap (alpha / beta), the calculation gives 0.3128 / 0.2397 Ha. The multiplicity is 4.

The geometry in XYZ format:
```
48
Properties=species:S:1:pos:R:3:forces:R:3:lowdin_charge:R:1
Re -0.47702 -0.56011 -0.41120 0.350 -0.570 -0.790 1.2086
C -1.36977 -0.74960 3.18017 0.000 -0.130 0.108 -0.4696
C -0.09939 -1.27834 3.82061 0.263 0.221 -0.245 -0.4967
S 1.51537 -0.71003 3.19811 -0.005 -0.072 -0.363 0.8967
C 1.49687 1.11639 3.18042 -0.196 -0.403 -0.084 -0.4987
C 1.43515 1.74434 1.78284 -0.120 0.098 0.143 -0.4153
S -0.22307 1.43970 1.07823 0.029 -0.312 -0.549 0.8842
C -0.62861 2.69026 -0.18707 0.092 -0.065 0.219 -0.4252
C -2.07318 2.43488 -0.60959 -0.033 -0.118 -0.018 -0.4189
S -2.39796 0.71373 -1.20169 -0.311 0.243 0.143 0.9016
C -3.69626 0.06330 -0.09283 0.080 0.013 -0.097 -0.4423
C -3.25547 -0.15622 1.33750 0.001 -0.209 -0.013 -0.4560
S -1.86687 -1.36015 1.50477 0.050 0.386 0.017 0.8929
H -1.36747 0.33696 3.13883 -0.026 0.007 -0.011 0.0354
H -2.20972 -1.06486 3.80302 -0.080 0.010 -0.078 0.1038
H -0.02828 -2.36335 3.73391 -0.006 -0.005 0.089 0.0865
H -0.14709 -1.03283 4.88135 -0.139 -0.060 0.032 0.0940
H 2.44329 1.40357 3.63669 -0.026 0.131 0.009 0.0881
H 0.68876 1.47298 3.81956 0.067 0.126 0.025 0.0871
H 2.18661 1.37072 1.09295 0.001 -0.033 0.002 0.0699
H 1.52190 2.82843 1.87627 0.009 0.026 -0.101 0.1051
H 0.08604 2.61637 -1.00300 -0.054 0.020 -0.019 0.0744
H -0.55918 3.67752 0.26956 0.010 0.014 -0.008 0.1099
H -2.33840 3.08432 -1.44164 -0.002 0.028 0.019 0.0989
H -2.76541 2.62723 0.20958 0.008 0.021 0.006 0.0946
H -3.99405 -0.87003 -0.57354 -0.039 0.025 -0.018 0.0971
H -4.53937 0.75289 -0.13177 -0.037 -0.034 -0.001 0.1085
H -4.08959 -0.55863 1.91318 0.014 0.013 0.037 0.1101
H -2.92522 0.77328 1.80067 -0.015 0.008 0.012 0.0661
N 1.39808 -0.41220 -4.48025 -0.316 -0.282 0.227 0.1958
C 2.19165 0.51385 -3.62387 0.066 0.194 0.499 -0.0183
C 1.55539 0.65747 -2.23769 0.390 0.049 0.188 -0.6074
O 2.17575 1.12371 -1.30746 -0.145 -0.036 -0.398 0.0777
O 0.32481 0.22467 -2.19553 -0.570 -0.298 0.873 -0.2355
H 0.67821 0.08992 -4.99662 -0.001 0.020 -0.102 0.1744
H 0.87467 -1.12947 -3.89495 0.231 0.050 -0.111 0.1068
H 1.98348 -0.90771 -5.15202 0.010 0.001 -0.050 0.1800
H 2.26423 1.49932 -4.08053 -0.018 -0.057 -0.131 0.1504
H 3.20274 0.13677 -3.48990 -0.036 -0.108 -0.065 0.1507
N 5.40852 -3.21119 1.13627 -0.145 0.067 -0.147 0.1910
C 4.49596 -2.70866 0.64082 0.336 -0.232 0.409 -0.2889
N 3.48841 -2.09934 0.07623 -0.346 0.224 -0.372 0.1857
C 2.32183 -1.80631 0.05217 0.336 -0.104 0.272 -0.2610
N 1.17936 -1.44410 -0.03805 -0.214 -0.076 -0.036 -0.0751
O 0.02240 -2.47576 -3.22387 -0.251 0.479 0.213 -0.0006
C -0.95934 -2.73337 -2.54100 0.565 -0.806 -0.428 -0.4162
O -1.32197 -2.18574 -1.42361 0.323 1.397 0.672 -0.2552
H -1.60681 -3.57457 -2.82607 -0.101 0.139 0.022 0.1551
```
Positions in Å, forces in eV/Å.

=====

| no. | M (g/mol) |
| --- | --- |
| 1 | 184.2 |
| 2 | 612.8 |